--- A ---
{
  "formula": "C7H16N2O",
  "method": "the ωB97M-V functional and the def2-TZVPD basis",
  "symbols": ["C", "C", "C", "N", "N", "H", "H", "H", "H", "H", "H", "H", "H", "C", "C", "C", "O", "C", "H", "H", "H", "H", "H", "H", "H", "H"],
  "coordinates": [[-2.0759, -2.1274, 1.0716], [-2.6409, -0.9721, 0.4439], [-2.0028, 0.1974, 0.3060], [-2.5669, 1.2701, -0.3272], [-1.6151, 2.4186, -0.2588], [-1.4982, -2.8496, 0.4466], [-2.8285, -2.7520, 1.6841], [-1.3131, -1.8461, 1.8159], [-3.6890, -0.9689, 0.1927], [-0.9332, 0.1307, 0.5101], [-3.4650, 1.5503, -0.0525], [-1.6195, 2.8707, -1.1995], [-1.8789, 3.2015, 0.3398], [1.5755, 1.1908, 0.0710], [1.8357, 0.0607, -0.6215], [1.0377, -0.3902, -1.7943], [2.6927, -0.8858, -0.2273], [3.7236, -0.5474, 0.6665], [2.0599, 1.5295, 0.9925], [0.7666, 1.7671, -0.5127], [0.9968, -1.4066, -1.7383], [0.0336, -0.0507, -1.8285], [1.4306, 0.0142, -2.7704], [4.4413, -1.4578, 0.6430], [3.3759, -0.4353, 1.8054], [4.1569, 0.4882, 0.3417]],
  "e_lumo_ev": 1.02,
  "multiplicity": 1,
  "homo_lumo_gap_ev": 8.8,
  "total_charge": 0,
  "smiles": "C/C=C/NN.C=C(C)OC"
}

--- B ---
{
  "formula": "C7H16N2O",
  "method": "the ωB97M-V functional and the def2-TZVPD basis",
  "symbols": ["C", "C", "C", "C", "C", "N", "C", "C", "N", "H", "H", "H", "H", "H", "H", "H", "H", "H", "H", "H", "H", "H", "H", "O", "H", "H"],
  "coordinates": [[-3.1950, 0.7674, 0.0255], [-1.7176, 1.1313, 0.1290], [-0.7025, 0.0551, -0.3113], [-0.9015, -1.2288, 0.4996], [-0.8528, -0.2453, -1.8111], [0.6193, 0.6362, 0.0141], [1.7951, -0.0635, -0.4643], [3.0191, 0.4210, 0.2068], [3.9021, 1.0551, 0.6340], [-3.4886, 0.5102, -1.0020], [-3.4567, -0.0785, 0.6763], [-3.8115, 1.6225, 0.3369], [-1.5322, 2.0358, -0.4742], [-1.4812, 1.3993, 1.1705], [-1.8840, -1.6709, 0.2851], [-0.1495, -1.9907, 0.2504], [-0.8431, -1.0202, 1.5772], [-0.6906, 0.6631, -2.4105], [-0.1380, -1.0127, -2.1403], [-1.8583, -0.6275, -2.0365], [0.6484, 1.5978, -0.3135], [1.7149, -1.1377, -0.2420], [1.9735, 0.0208, -1.5528], [4.5943, -1.2495, 2.3036], [3.6613, -1.3270, 2.5276], [4.7749, -0.2634, 2.1219]],
  "e_lumo_ev": 0.56,
  "multiplicity": 1,
  "homo_lumo_gap_ev": 10.3,
  "total_charge": 0,
  "smiles": "CCC(C)(C)NCC#N.O"
}

Computed stability ranking, most favorable first: B, A

--- A ---
{
  "formula": "C4H9FOS",
  "method": "the ωB97M-V functional and the def2-TZVPD basis",
  "symbols": ["C", "C", "C", "C", "O", "F", "S", "H", "H", "H", "H", "H", "H", "H", "H", "H"],
  "coordinates": [[2.2632, 1.1729, -0.3502], [-1.4278, 0.7852, -0.5271], [-0.9233, -1.4172, 0.7788], [-0.4732, -0.3181, -0.0885], [1.0636, 0.7139, 1.8538], [0.0346, -1.0317, -1.5374], [1.2224, 0.3042, 0.4805], [2.0935, 2.1476, -0.7316], [2.3859, 0.4652, -1.1455], [-1.0533, 1.0339, -1.5511], [-1.1317, 1.6997, 0.0646], [-2.5069, 0.6246, -0.4815], [-1.8143, -2.0674, 0.3801], [-0.0999, -2.1740, 1.0055], [-1.4526, -1.0460, 1.5915], [1.8197, -0.8928, 0.2583]],
  "e_lumo_ev": 0.62,
  "multiplicity": 1,
  "homo_lumo_gap_ev": 9.6,
  "total_charge": 0
}

--- B ---
{
  "formula": "C4H9FOS",
  "method": "the ωB97M-V functional and the def2-TZVPD basis",
  "symbols": ["C", "S", "O", "C", "C", "C", "F", "H", "H", "H", "H", "H", "H", "H", "H", "H"],
  "coordinates": [[-2.3683, -1.2357, 0.2273], [-1.2111, -0.0853, -0.2453], [-1.8427, 1.1936, -0.2376], [0.5663, 0.0966, 0.3344], [0.9269, 1.5702, 0.3205], [1.3214, -0.8765, -0.5411], [0.5535, -0.1065, 1.6951], [-2.9525, -0.6269, 1.0198], [-1.8396, -2.2365, 0.3285], [-0.7814, -0.4670, -1.6866], [0.1120, 2.2278, 0.4680], [1.2330, 1.8743, -0.6072], [1.7065, 1.8558, 1.0762], [0.6979, -1.7153, -0.5170], [1.5215, -0.5309, -1.6044], [2.3567, -0.9380, -0.0306]],
  "e_lumo_ev": 0.38,
  "multiplicity": 1,
  "homo_lumo_gap_ev": 8.7,
  "total_charge": 0,
  "smiles": "C=[S@@H](=O)C(C)(C)F"
}

Computed stability ranking, most favorable first: A, B

--- A ---
{
  "formula": "CH3O4P",
  "method": "the ωB97M-V functional and the def2-TZVPD basis",
  "symbols": ["C", "O", "O", "O", "O", "P", "H", "H", "H"],
  "coordinates": [[-0.8134, -0.0027, 1.9337], [0.4729, -0.7779, -0.5760], [0.0771, -1.0636, -1.9369], [0.4462, 0.6698, -0.5558], [-1.5015, 0.8261, 1.4261], [0.3766, 0.6020, -2.2719], [-1.0575, -0.4623, 3.0112], [1.8606, 0.6893, -2.4233], [0.1390, -0.4808, 1.3929]],
  "e_lumo_ev": -0.52,
  "multiplicity": 1,
  "homo_lumo_gap_ev": 9.1,
  "total_charge": 0
}

--- B ---
{
  "formula": "CH3O4P",
  "method": "the ωB97M-V functional and the def2-TZVPD basis",
  "symbols": ["C", "O", "O", "O", "O", "P", "H", "H", "H"],
  "coordinates": [[-0.8789, 0.6233, 0.4319], [1.1408, -1.5465, 0.5664], [-0.2649, 0.4114, -0.6166], [-1.8910, 1.4505, 0.4453], [2.6456, -0.1056, -1.0541], [1.4467, -0.8962, -0.6986], [-0.5352, 0.0641, 1.3747], [0.7161, -1.6490, -1.7789], [-2.3792, 1.6479, 1.3298]],
  "e_lumo_ev": -0.25,
  "multiplicity": 1,
  "homo_lumo_gap_ev": 10.8,
  "total_charge": 0
}

Computed stability ranking, most favorable first: B, A

--- A ---
{
  "formula": "C12H12",
  "method": "the ωB97M-V functional and the def2-TZVPD basis",
  "symbols": ["C", "C", "C", "C", "C", "C", "H", "H", "H", "H", "H", "H", "C", "C", "C", "C", "C", "C", "H", "H", "H", "H", "H", "H"],
  "coordinates": [[-2.4732, -1.1793, 0.1735], [-2.1710, -0.4723, 1.3067], [-1.6761, 0.8693, 1.1224], [-1.7597, 1.3844, -0.2267], [-2.3065, 0.6201, -1.3158], [-2.4640, -0.7284, -1.1787], [-2.8939, -2.1481, 0.2893], [-2.2567, -0.7600, 2.3387], [-1.4725, 1.5568, 2.0345], [-1.6040, 2.4007, -0.4454], [-2.1490, 1.0305, -2.3242], [-2.7544, -1.4309, -1.9025], [0.8629, -0.2324, 0.2154], [1.5688, -1.3305, -0.0198], [2.9594, -1.1876, -0.2209], [3.5304, 0.0380, -0.1502], [2.7121, 1.1983, -0.0929], [1.3722, 1.0712, 0.0371], [-0.2515, -0.5846, 0.3844], [1.0394, -2.3030, 0.2597], [3.5925, -2.1051, -0.1445], [4.6535, 0.2218, -0.2951], [3.2747, 2.2089, -0.0009], [0.6668, 1.8623, 0.1560]],
  "e_lumo_ev": 0.98,
  "multiplicity": 1,
  "homo_lumo_gap_ev": 10.1,
  "total_charge": 0,
  "smiles": "c1ccccc1.c1ccccc1"
}

--- B ---
{
  "formula": "C12H12",
  "method": "the ωB97M-V functional and the def2-TZVPD basis",
  "symbols": ["C", "C", "C", "C", "C", "C", "H", "H", "H", "H", "H", "H", "C", "C", "C", "C", "C", "C", "H", "H", "H", "H", "H", "H"],
  "coordinates": [[2.1774, 0.0136, -0.6700], [1.4973, 1.1676, -1.0870], [0.4107, 1.0605, -1.9420], [-0.0013, -0.2006, -2.3883], [0.6178, -1.3179, -1.9179], [1.6968, -1.2203, -1.0448], [3.0082, 0.0518, 0.0061], [1.8608, 2.1577, -0.7592], [-0.0746, 1.9861, -2.2369], [-0.8160, -0.2586, -3.1324], [0.2936, -2.3314, -2.2419], [2.1362, -2.1461, -0.6215], [-1.9191, 0.0935, 2.6237], [-2.1778, 0.9137, 1.6159], [-1.3367, 0.9551, 0.4823], [-0.1985, 0.1850, 0.3940], [0.0355, -0.8482, 1.4145], [-0.7444, -0.7845, 2.5526], [-2.6556, 0.1139, 3.4497], [-3.0359, 1.6217, 1.6585], [-1.4541, 1.7081, -0.2961], [0.2600, 0.1571, -0.5606], [0.7978, -1.6301, 1.2376], [-0.6680, -1.5351, 3.2985]],
  "e_lumo_ev": 0.93,
  "multiplicity": 1,
  "homo_lumo_gap_ev": 9.3,
  "total_charge": 0,
  "smiles": "c1ccccc1.c1ccccc1"
}

Computed stability ranking, most favorable first: A, B